Entry 1:
{"formula": "C35H32GeN2NiO3", "method": "ωB97M-V/def2-TZVPD", "total_charge": 1, "e_lumo_ev": [-4.22, -3.35], "largest_force_ev_per_a": 0.4, "e_homo_ha": [-0.3926, -0.3904], "spin_multiplicity": 2, "e_tot_ha": -5273.2603, "species": ["Ni", "O", "C", "C", "C", "C", "C", "C", "C", "C", "N", "H", "H", "H", "H", "H", "H", "H", "H", "H", "H", "H", "O", "C", "O", "C", "C", "C", "C", "C", "C", "C", "C", "C", "N", "H", "H", "H", "H", "H", "H", "C", "Ge", "C", "C", "C", "C", "C", "C", "C", "C", "C", "C", "C", "C", "C", "C", "C", "C", "H", "H", "H", "H", "H", "H", "H", "H", "H", "H", "H", "H", "H", "H", "H"], "coordinates": [[0.0929, -0.4343, -0.1030], [0.5150, -1.0399, 1.8893], [0.2054, -2.3326, 2.4512], [-1.2024, -2.3762, 3.0109], [-2.2125, -1.7781, 2.0260], [-2.1774, -2.4566, 0.6881], [-2.9209, -3.6134, 0.4950], [-2.8755, -4.2718, -0.7193], [-2.0777, -3.7462, -1.7200], [-1.3587, -2.5971, -1.4626], [-1.3905, -1.9499, -0.2818], [0.4670, -0.3641, 2.5744], [0.9569, -2.5631, 3.2083], [0.3314, -3.0304, 1.6240], [-1.2505, -1.8339, 3.9589], [-1.4499, -3.4162, 3.2345], [-1.9939, -0.7224, 1.8905], [-3.2186, -1.8454, 2.4407], [-3.5412, -3.9777, 1.3027], [-3.4566, -5.1691, -0.8829], [-2.0087, -4.2076, -2.6942], [-0.7358, -2.1448, -2.2204], [1.7066, -0.0685, -3.6492], [1.3803, -0.0447, -2.4836], [0.1935, -0.2755, -2.0180], [2.4108, 0.2966, -1.4179], [3.7650, 0.4154, -1.7760], [4.6661, 0.7291, -0.8068], [4.2188, 0.9927, 0.5078], [5.1005, 1.3998, 1.5375], [4.6215, 1.7245, 2.7719], [3.2350, 1.6660, 3.0279], [2.3649, 1.2534, 2.0603], [2.8376, 0.8885, 0.7807], [1.9570, 0.4846, -0.1918], [4.0359, 0.2521, -2.8084], [5.7233, 0.8015, -1.0296], [6.1591, 1.4627, 1.3205], [5.2961, 2.0469, 3.5528], [2.8597, 1.9770, 3.9941], [1.3004, 1.2809, 2.2285], [-2.4174, 1.6598, 1.4229], [-1.2257, 1.6277, -0.1396], [-2.3432, 1.7297, -1.7185], [-2.9202, 2.9892, -1.9025], [-3.7854, 3.2195, -2.9613], [-4.0831, 2.1923, -3.8437], [-3.5085, 0.9415, -3.6700], [-2.6425, 0.7095, -2.6122], [0.0634, 3.0678, 0.0725], [0.1118, 3.6769, 1.3053], [1.0322, 4.7065, 1.5900], [1.9284, 5.0890, 0.6365], [1.9107, 4.5067, -0.6551], [2.8260, 4.9206, -1.6536], [2.7857, 4.3743, -2.9044], [1.8151, 3.4008, -3.2171], [0.9195, 2.9847, -2.2709], [0.9537, 3.5089, -0.9568], [-2.8160, 2.6777, 1.4097], [-1.9524, 1.4846, 2.3909], [-3.2502, 0.9748, 1.2808], [-2.6810, 3.8100, -1.2334], [-4.2197, 4.2007, -3.0996], [-4.7566, 2.3697, -4.6714], [-3.7287, 0.1444, -4.3680], [-2.1763, -0.2592, -2.5061], [-0.5620, 3.3699, 2.0971], [1.0305, 5.1752, 2.5651], [2.6581, 5.8616, 0.8468], [3.5500, 5.6882, -1.4095], [3.4851, 4.6965, -3.6640], [1.7778, 2.9752, -4.2107], [0.1727, 2.2478, -2.5348]], "forces_ev_per_angstrom": [[0.2, -0.4, 0.1], [-0.2, 0.0, -0.1], [0.1, 0.0, 0.0], [0.0, 0.0, 0.0], [0.0, 0.1, 0.0], [0.0, 0.0, 0.0], [0.0, 0.1, 0.0], [0.0, 0.0, 0.0], [0.0, 0.0, 0.0], [0.0, 0.1, 0.0], [0.0, -0.1, 0.1], [0.1, -0.1, 0.1], [-0.1, 0.0, 0.0], [0.0, 0.0, 0.0], [0.0, 0.0, 0.0], [0.0, 0.0, 0.0], [0.0, 0.0, 0.0], [0.0, 0.0, 0.0], [0.0, 0.0, 0.0], [0.0, 0.0, 0.0], [0.0, 0.0, 0.0], [0.0, 0.0, 0.0], [0.0, 0.0, 0.1], [0.0, 0.0, -0.1], [-0.1, 0.1, 0.0], [0.0, 0.1, 0.1], [-0.1, 0.1, 0.0], [0.0, 0.0, 0.0], [-0.1, 0.1, 0.0], [0.0, 0.0, 0.0], [0.0, 0.0, 0.0], [0.0, 0.0, 0.0], [0.2, 0.0, -0.1], [-0.1, 0.0, -0.1], [0.1, -0.1, -0.1], [0.0, 0.0, 0.0], [0.0, 0.0, 0.0], [0.0, 0.0, 0.0], [0.0, 0.0, 0.0], [0.0, 0.0, 0.0], [-0.1, 0.1, 0.0], [0.0, 0.0, -0.1], [-0.1, 0.4, -0.1], [0.0, 0.1, 0.0], [0.1, 0.0, 0.0], [0.0, 0.0, 0.0], [0.0, 0.0, 0.0], [0.0, 0.0, 0.0], [0.0, -0.1, 0.0], [0.0, 0.0, 0.0], [0.0, -0.1, 0.0], [0.1, 0.0, 0.0], [0.0, 0.0, 0.0], [0.1, 0.0, 0.0], [0.0, 0.0, 0.0], [0.0, 0.0, 0.0], [0.0, 0.0, 0.0], [0.1, 0.0, 0.0], [-0.1, -0.1, 0.0], [0.0, 0.0, 0.0], [0.0, 0.0, 0.0], [0.0, 0.0, 0.0], [0.0, 0.0, 0.0], [0.0, 0.0, 0.0], [0.0, 0.0, 0.0], [0.0, 0.0, 0.0], [0.0, 0.0, 0.0], [0.0, 0.0, 0.0], [0.0, 0.0, 0.0], [0.0, 0.0, 0.0], [0.0, 0.0, 0.0], [0.0, 0.0, 0.0], [0.0, 0.0, 0.0], [0.0, 0.0, 0.0]]}

Entry 2:
{"formula": "C35H32N3OP", "method": "ωB97M-V/def2-TZVPD", "total_charge": 0, "e_lumo_ev": -1.66, "largest_force_ev_per_a": 2.4, "e_homo_ha": -0.2238, "spin_multiplicity": 1, "e_tot_ha": -1933.7124, "species": ["C", "C", "C", "C", "P", "C", "C", "C", "C", "C", "C", "C", "C", "N", "O", "C", "C", "H", "H", "H", "H", "H", "H", "H", "H", "H", "H", "H", "C", "C", "N", "C", "C", "C", "C", "C", "C", "C", "C", "C", "C", "C", "C", "N", "C", "C", "C", "C", "C", "C", "C", "H", "H", "H", "H", "H", "H", "H", "H", "H", "H", "H", "H", "H", "H", "H", "H", "H", "H", "H", "H", "H"], "coordinates": [[6.2138, -3.1792, 0.9578], [5.0430, -3.3028, 1.7207], [3.8053, -2.8685, 1.2141], [3.7237, -2.2131, -0.0307], [2.1594, -1.4849, -0.7071], [1.0215, -2.8939, -0.4481], [-0.0466, -2.8459, 0.4475], [-0.7290, -4.0215, 0.7814], [-0.4106, -5.2222, 0.1336], [0.5373, -5.2253, -0.8986], [1.2640, -4.0648, -1.1653], [1.3926, -0.0661, 0.0574], [1.7277, 1.1764, -0.4753], [1.9704, 2.2556, -0.9025], [2.3218, -1.1928, -2.1688], [4.8795, -2.1885, -0.8259], [6.1050, -2.6615, -0.3409], [7.1978, -3.4794, 1.3541], [5.1118, -3.7302, 2.7230], [2.9053, -3.0845, 1.7942], [-0.3639, -1.9017, 0.8773], [-1.4863, -4.0047, 1.5723], [-0.8631, -6.1667, 0.4607], [0.7213, -6.1379, -1.4674], [2.0178, -4.0398, -1.9435], [1.3055, -0.1205, 1.1752], [4.8062, -1.8010, -1.8428], [6.9820, -2.6458, -0.9880], [-1.9277, 5.4088, -0.6963], [-1.0170, 4.4921, 0.0218], [0.0557, 4.9310, 0.7288], [0.4391, 6.3345, 0.8029], [0.6267, 3.8779, 1.4645], [-0.1668, 2.7294, 1.2327], [-0.0670, 1.6258, 2.0665], [0.9569, 1.6197, 3.0335], [1.7493, 2.7652, 3.2450], [1.6062, 3.9124, 2.4443], [-1.1743, 3.0878, 0.2416], [-2.2271, 2.3251, -0.2896], [-2.5462, 0.9610, -0.4753], [-3.8103, 0.3654, -0.1794], [-5.0280, 0.9830, 0.3883], [-3.8320, -0.8952, -0.6732], [-4.9730, -1.7956, -0.5619], [-2.6472, -1.1702, -1.3643], [-1.8409, -0.0049, -1.3020], [-0.7601, 0.1266, -2.1657], [-0.4903, -0.9141, -3.0696], [-1.2891, -2.0690, -3.1060], [-2.3806, -2.2218, -2.2360], [-2.5840, 4.7952, -1.3279], [-2.5748, 5.9879, 0.0008], [-1.3777, 6.1134, -1.3444], [1.4801, 6.4118, 1.1295], [0.3165, 6.8049, -0.1845], [-0.1936, 6.8834, 1.5195], [-0.7621, 0.7985, 1.9045], [1.1842, 0.7089, 3.5997], [2.4855, 2.7428, 4.0473], [2.2049, 4.8108, 2.5651], [-3.0484, 2.9838, -0.6305], [-4.7894, 1.9765, 0.7843], [-5.8288, 1.1260, -0.3654], [-5.4485, 0.3925, 1.2148], [-4.6551, -2.8065, -0.8305], [-5.3498, -1.7905, 0.4717], [-5.8010, -1.5075, -1.2283], [-0.1515, 1.0297, -2.1239], [0.3648, -0.8562, -3.7476], [-1.0401, -2.8496, -3.8377], [-3.0009, -3.1194, -2.2316]], "forces_ev_per_angstrom": [[-0.4, 0.2, -0.3], [0.1, 0.1, -0.2], [0.4, 0.1, 0.0], [0.3, -0.4, 0.3], [-1.2, 1.1, -1.1], [-0.2, 0.2, 0.3], [-0.1, -0.5, 0.1], [0.1, -0.2, -0.2], [0.1, 0.1, 0.1], [-0.1, 0.2, 0.2], [-0.3, -0.2, 0.1], [1.0, -1.6, 1.5], [0.9, 1.9, -0.6], [-0.7, -1.9, 0.7], [0.6, -0.5, 0.1], [0.1, 0.1, 0.1], [-0.1, -0.2, 0.2], [-0.7, 0.1, -0.2], [-0.2, 0.0, -0.3], [0.2, 0.3, -0.1], [0.3, 0.0, 0.1], [0.2, 0.0, -0.3], [0.0, 0.5, -0.3], [0.0, 0.2, 0.2], [0.1, -0.1, 0.1], [0.1, 0.2, -1.2], [0.0, 0.0, 0.3], [-0.2, 0.1, 0.1], [-0.3, 0.2, -0.5], [0.8, 0.1, 1.2], [-1.0, -0.1, -1.1], [0.0, 0.2, 0.0], [-0.7, -0.8, 0.6], [0.2, 0.3, 0.3], [0.5, 0.0, 0.0], [-0.2, 0.4, -0.2], [-0.1, -0.2, -0.6], [-0.3, -0.1, 0.1], [-0.4, -1.1, -0.3], [-0.5, 2.1, 0.3], [-0.6, -1.1, 0.2], [0.9, 0.4, -1.2], [-0.4, 0.5, 0.5], [-0.1, -0.1, 0.4], [0.0, 0.0, 0.1], [0.0, 0.8, -0.5], [-0.2, -0.7, 0.2], [0.4, -0.5, -0.4], [-0.1, 0.4, 0.2], [-0.3, -0.1, 0.4], [0.5, -0.1, -0.3], [0.2, 0.4, 0.1], [0.5, -0.3, -0.3], [-0.3, -0.3, 0.3], [-0.2, 0.0, -0.2], [0.2, -0.2, 0.4], [0.2, -0.3, -0.2], [0.5, 0.1, 0.2], [-0.3, 0.5, -0.1], [-0.1, 0.1, -0.3], [0.0, -0.2, 0.3], [0.2, -0.2, 0.2], [0.0, -0.2, 0.0], [0.4, -0.3, 0.2], [0.1, 0.2, -0.2], [-0.1, 0.2, 0.2], [0.2, -0.1, -0.3], [0.3, 0.0, 0.1], [0.0, -0.3, -0.2], [-0.3, 0.1, 0.4], [-0.2, 0.3, 0.5], [0.2, 0.3, -0.2]]}